The following is a DFT calculation (wB97M-V/def2-TZVPD) of a cluster of 2 separate species, CHClFO2S2 in total.

CARTESIAN COORDINATES (ANGSTROEM)
C: -1.082 0.510 0.409
O: 1.530 -1.304 0.873
O: 0.634 -1.519 -1.331
F: -0.802 1.516 1.298
S: 2.274 0.876 -0.933
S: 1.084 -0.591 -0.311
Cl: -2.119 0.993 -0.935
H: -1.519 -0.481 0.929

total charge	-1
energy relative to the best compared isomer or geometry (same formula, charge and spin)	38.7	kcal/mol
HOMO-LUMO gap (spin up / spin down)	7.70 / 7.70	eV
HOMO (spin up / spin down)	-4.36 / -4.36	eV
strongest force on any atom	0.0753	hartree/bohr


The following is a DFT calculation (wB97M-V/def2-TZVPD) of a cluster of 2 separate species, CHClN2O in total.

CARTESIAN COORDINATES (ANGSTROEM)
C: 0.941 1.173 -0.214
N: -0.229 1.344 -0.293
N: -2.577 -0.157 0.077
O: 2.019 0.778 -0.223
Cl: -1.858 -1.404 -0.272
H: -0.782 2.122 0.055

total charge	0
energy relative to the best compared isomer or geometry (same formula, charge and spin)	66.2	kcal/mol
HOMO-LUMO gap (spin up / spin down)	8.53 / 8.54	eV
HOMO (spin up / spin down)	-9.25 / -9.26	eV
strongest force on any atom	0.0837	hartree/bohr


The following is a DFT calculation (wB97M-V/def2-TZVPD) of a structure of composition CHClN2O2S.

CARTESIAN COORDINATES (ANGSTROEM)
C: -0.033 2.210 -1.539
N: -0.472 3.234 -1.771
N: -0.202 0.287 0.074
O: -0.467 -0.134 -2.399
O: 1.787 0.310 -1.351
S: 0.389 0.531 -1.405
Cl: -1.943 0.509 -0.085
H: 0.112 0.987 0.818

total charge	0
energy relative to the best compared isomer or geometry (same formula, charge and spin)	32.1	kcal/mol
HOMO-LUMO gap	11.21	eV
HOMO	-11.74	eV
strongest force on any atom	0.0747	hartree/bohr